(1)
A structure of composition C43H29AsF6N9O4PbS2 at a distorted geometry. Source: the Open Molecules 2025 dataset; level of theory: ωB97M-V/def2-TZVPD.

XYZ file:
```
95
Properties=species:S:1:pos:R:3:forces:R:3:mulliken_charge:R:1
Pb -0.50543 -0.61412 -0.31940 1.2 0.3 -0.2 1.61
C -0.02802 -0.98570 -6.70656 -0.3 0.1 -0.5 -0.70
C 1.30990 -1.43087 -6.49605 0.7 0.3 0.3 -0.69
C 1.71309 -1.77538 -5.21576 0.2 0.1 1.3 -0.11
C 0.75973 -1.61658 -4.20898 1.1 -0.4 0.5 -0.49
C 0.84012 -2.08508 -2.84602 -0.6 -0.5 0.2 0.29
N 1.95149 -2.52492 -2.27334 0.8 -0.1 -0.1 -0.38
C 2.18726 -2.64881 -0.99752 0.0 0.3 0.2 -0.62
C 3.39356 -3.31398 -0.43131 0.1 -0.2 1.5 0.62
C 4.50962 -3.90366 -0.97002 -0.8 -0.1 -1.9 -0.18
C 5.37832 -4.59157 -0.15845 1.0 -0.6 0.0 -0.63
C 5.20615 -4.68739 1.21153 -0.3 -0.2 0.6 -0.63
C 4.13372 -4.01208 1.81856 -0.3 -0.1 -0.1 0.03
C 3.23748 -3.34064 0.98239 0.0 0.5 -1.0 0.03
C 1.97840 -2.58283 1.21274 -1.2 -0.1 0.4 -0.07
N 1.44336 -2.46620 2.44003 0.4 0.1 -0.6 -0.59
C 0.20175 -2.06596 2.68872 -1.1 1.5 -1.6 -0.43
N -0.76777 -1.60010 1.80569 0.5 -1.4 0.1 0.03
C -1.99538 -1.63061 2.38650 0.0 -0.1 0.4 -0.14
N -3.18946 -1.55834 1.77811 -0.5 0.4 -0.4 -0.61
C -3.45711 -1.59953 0.46811 0.8 -0.6 0.4 -0.09
N -2.51596 -1.87728 -0.53071 -2.0 0.9 -0.7 -0.41
C -3.17333 -1.71660 -1.75218 1.7 0.5 1.0 0.31
N -2.61404 -1.57740 -2.94697 -0.3 -0.1 -0.4 -0.33
C -1.32154 -1.66056 -3.15324 1.1 -0.6 0.4 -0.49
N -0.39940 -2.15797 -2.26301 -0.1 0.4 -0.9 -0.83
C -0.59452 -0.97678 -4.32649 0.2 -1.0 1.0 2.70
C -1.00560 -0.96865 -5.73490 0.2 0.7 -1.5 -0.95
C -4.57959 -1.44380 -1.57381 -0.8 0.3 1.0 0.27
C -5.58981 -1.23776 -2.53163 0.0 -1.3 1.3 -0.19
C -6.89248 -1.27441 -2.02252 0.2 0.6 -1.0 -0.66
C -7.13440 -1.13954 -0.66548 0.4 -0.2 0.6 -0.44
C -6.10771 -1.18597 0.30589 0.2 -0.5 -1.4 -0.37
C -4.80280 -1.40724 -0.14702 -0.2 0.1 -1.5 0.16
C -1.81594 -1.86552 3.85198 0.8 0.1 -0.7 0.47
C -2.67753 -2.06220 4.93671 -1.0 -0.2 -1.2 -0.27
C -2.12130 -2.48804 6.10614 1.0 0.0 1.2 -0.46
C -0.72360 -2.59461 6.26321 -0.4 -0.4 0.1 -0.57
C 0.13278 -2.48932 5.18280 0.2 0.1 0.7 -0.56
C -0.41183 -2.07724 3.98889 -1.1 -0.8 0.5 0.59
N 1.40517 -2.20346 0.02985 0.5 -0.3 0.7 0.13
H -0.20555 -0.62434 -7.73239 -0.5 -0.5 0.5 0.34
H 2.05934 -1.48546 -7.30077 -0.7 0.1 0.2 0.38
H 2.74755 -2.12033 -4.94838 -1.3 0.2 -0.4 0.43
H 4.61711 -3.95194 -2.06801 0.1 0.3 0.7 0.42
H 6.21180 -5.10771 -0.63820 -0.2 0.1 0.2 0.38
H 5.84861 -5.37140 1.80586 -0.4 0.8 -0.4 0.34
H 3.97775 -4.08446 2.90075 0.0 0.2 -0.5 0.51
H -2.03011 -0.77962 -6.02587 0.0 0.3 0.2 0.37
H -5.43810 -1.23193 -3.60207 0.4 -0.1 0.1 0.53
H -7.71095 -1.38944 -2.75556 0.3 0.5 0.7 0.35
H -8.16002 -1.00199 -0.36344 -0.1 -0.2 0.3 0.38
H -6.36434 -1.22115 1.33331 -0.1 0.3 0.9 0.54
H -3.78158 -2.01288 4.87102 0.9 0.1 -0.3 0.43
H -2.74735 -2.78527 6.94473 0.0 0.3 -0.1 0.39
H -0.31951 -2.82842 7.23789 0.0 -0.2 0.0 0.40
H 1.18378 -2.75489 5.27499 -0.1 0.3 -0.1 0.47
F 5.51758 0.53490 -4.15113 0.2 -0.1 -0.4 -0.30
C 5.66689 0.27848 -2.83024 -0.7 2.2 1.1 0.41
F 6.93536 0.59730 -2.49655 0.4 0.1 -0.1 -0.29
F 5.54135 -1.00963 -2.65953 -0.1 -1.8 0.0 -0.16
S 4.18319 1.33853 -1.88525 -0.8 0.1 -3.3 0.44
O 3.49922 0.15758 -1.35154 -0.4 -0.9 1.3 -0.43
O 4.77041 2.29733 -0.97266 1.1 0.1 1.4 -0.63
N -0.39742 0.31044 -3.62560 -0.9 1.3 -0.3 -0.52
S -1.49361 1.36970 -3.18595 1.0 -2.1 0.7 0.87
O -2.62471 1.61774 -4.04378 0.4 0.3 0.1 -0.71
O -1.78983 1.26526 -1.73029 -0.3 0.5 -1.6 -0.65
C -0.29396 2.75724 -3.18725 2.2 1.6 1.1 0.52
F 0.84962 2.43768 -2.42747 -2.4 0.5 -1.3 -0.13
F -0.86417 3.85737 -2.59157 0.4 -1.1 -0.6 -0.23
F 0.15313 3.15148 -4.39871 -0.7 -0.6 0.9 -0.23
C -1.95929 2.19963 1.41835 0.4 -0.3 -1.4 -0.89
As -0.22442 2.08018 2.33955 -0.1 1.3 -0.2 0.53
C -0.95505 3.04672 3.89225 0.6 0.1 0.8 -1.36
C 0.67693 3.65881 1.30701 0.0 -2.1 0.9 -1.25
C 1.00584 4.86840 2.07614 -0.2 0.8 0.0 0.71
C 0.10466 5.94025 2.24767 0.1 -1.3 -0.4 -0.25
C 0.54676 7.12894 2.76582 -0.7 0.6 0.1 -0.51
C 1.81448 7.29517 3.27686 0.4 0.3 -0.1 -0.44
C 2.68723 6.22204 3.18200 0.4 0.5 0.5 -0.52
C 2.29834 5.03866 2.55719 1.0 -0.6 0.5 -0.37
H -2.13913 3.20106 0.97778 0.1 -0.6 0.3 0.48
H -2.71897 1.97199 2.13409 -0.6 -0.2 0.5 0.50
H -2.00894 1.44771 0.59772 -0.2 0.8 0.5 -0.16
H -1.63027 3.87499 3.64260 0.5 0.0 -0.1 0.37
H -0.13025 3.37913 4.57070 -0.7 -0.1 -0.6 0.37
H -1.56831 2.33026 4.44184 0.1 -0.1 0.1 0.40
H -0.02757 3.77490 0.50620 -0.1 0.4 -0.5 0.31
H 1.58809 3.14742 0.96669 -0.3 0.4 -0.3 0.44
H -0.94523 5.79258 1.97456 0.4 0.3 -0.2 0.30
H -0.12986 7.96141 2.73840 -0.3 0.3 0.3 0.36
H 2.12910 8.27053 3.69841 -0.2 -0.8 -0.3 0.33
H 3.67172 6.40825 3.62663 -0.2 -0.6 -0.4 0.34
H 3.01531 4.18950 2.47870 -0.5 0.8 -0.1 0.36
```
Positions in Å, forces in eV/Å.

As for the net charge: -1. The lowest unoccupied orbital energy (spin up / spin down) is -0.0053 / -0.0163 Ha.

(2)
A cluster of 5 separate species, C21H53N6O6 in total at a distorted geometry. Source: the Open Molecules 2025 dataset; level of theory: ωB97M-V/def2-TZVPD.

XYZ file:
```
86
Properties=species:S:1:pos:R:3:forces:R:3:mulliken_charge:R:1
N -0.37160 -2.37768 -0.31379 -0.5 0.6 0.8 1.08
O -1.38389 -2.78739 -0.85940 1.9 0.5 0.8 -0.47
O -0.43817 -1.48390 0.63621 0.9 -2.7 -2.9 -0.32
O 0.77378 -2.82119 -0.68414 -2.3 1.4 1.2 -0.35
C -0.45630 -0.21230 -4.31654 -0.9 0.3 -0.6 -1.30
C -0.96412 -0.27802 -2.88521 0.7 0.0 -0.5 0.06
N -1.20756 1.06052 -2.45650 2.1 3.0 -0.2 0.39
C -2.43949 1.70080 -2.66417 1.8 -2.3 0.7 -0.45
C -2.22887 2.96246 -2.30681 -0.3 2.4 0.4 -0.57
N -0.89393 3.17846 -2.05411 2.0 -3.5 -0.3 0.26
C -0.21014 1.99552 -2.19703 -4.6 -0.4 0.1 -0.43
C -0.23161 4.32797 -1.54581 -0.1 2.4 -0.2 -0.92
H 0.41130 0.44572 -4.36540 0.4 -0.3 0.3 0.35
H -1.17702 0.36098 -4.89967 -0.2 -0.6 -0.5 0.39
H -0.22993 -1.19361 -4.73352 -0.2 0.2 -0.1 0.42
H -0.09340 -0.69595 -2.37996 -0.5 -0.2 1.0 -0.28
H -1.94166 -0.68853 -2.63222 0.5 -1.3 -0.6 0.39
H -3.23298 1.05243 -3.00535 -0.4 0.6 0.2 0.63
H -2.93022 3.76478 -2.13131 0.0 0.0 -0.4 0.50
H 0.82314 1.74898 -2.00225 -0.1 0.4 -0.1 0.53
H -1.00584 4.88409 -1.01721 0.5 0.2 0.4 0.36
H 0.11005 5.00448 -2.32920 -0.3 -0.1 -0.4 0.35
H 0.67674 4.14811 -0.97080 -0.5 -0.5 0.3 0.31
C 3.59264 -3.03198 -3.08357 -1.0 1.1 -0.4 -0.74
N 4.26627 -1.74201 -2.70573 0.7 0.5 1.9 -0.06
C 4.66799 -0.86051 -3.90494 -0.5 -2.4 -0.1 -0.89
C 3.28352 -0.96313 -1.77753 1.4 -1.2 -1.4 -1.01
C 5.53996 -2.09518 -1.85564 -1.0 0.6 -0.3 -0.44
C 5.38756 -2.97511 -0.59488 0.0 -0.2 -0.3 -0.89
O 4.69597 -2.29120 0.43604 -0.1 0.3 0.2 -0.46
H 3.43820 -3.62309 -2.18088 0.5 -0.2 -0.3 0.36
H 4.06002 -3.53134 -3.93228 0.3 0.0 0.4 0.34
H 2.58736 -2.73164 -3.37905 -0.1 -0.2 -0.4 0.30
H 5.32581 -1.51670 -4.47485 0.3 0.3 -0.1 0.43
H 5.15930 0.08598 -3.67934 -0.4 -0.2 0.4 0.32
H 3.75702 -0.83694 -4.50299 0.0 0.8 0.0 0.40
H 2.54704 -0.56619 -2.47621 -0.2 0.0 0.4 0.54
H 3.86614 -0.18563 -1.28342 -0.3 0.0 0.0 0.31
H 2.93282 -1.72885 -1.08558 -0.3 0.6 0.1 0.39
H 5.81850 -1.11985 -1.45661 0.4 0.0 -0.1 0.40
H 6.29001 -2.38389 -2.59197 0.0 -0.4 0.3 0.56
H 6.41236 -3.29650 -0.40885 0.3 0.5 0.7 0.38
H 4.87625 -3.93633 -0.54293 -0.2 0.0 -1.2 0.38
H 5.17952 -1.54243 0.79258 0.5 -0.1 0.0 0.35
C -4.30153 -0.46267 3.45993 -0.6 0.3 -0.8 -0.84
N -5.08651 0.03133 2.23185 -0.1 0.1 1.3 -0.09
C -6.23049 0.90140 2.75803 0.6 0.0 -0.1 -0.78
C -4.18045 0.97740 1.41474 0.4 -2.5 0.8 -0.77
C -5.64139 -1.15831 1.48674 -1.4 0.5 -0.6 -0.83
C -4.67590 -2.18065 0.93776 0.7 1.3 -0.5 -0.36
O -4.09210 -1.57039 -0.22209 0.2 0.0 -0.2 -0.45
H -4.87303 -1.22151 3.99439 -0.2 0.2 -0.1 0.33
H -4.19980 0.42409 4.08556 0.6 -0.4 0.1 0.44
H -3.37978 -0.93411 3.11903 0.1 0.4 0.2 0.31
H -5.78356 1.48772 3.56088 -0.3 0.2 -0.2 0.37
H -7.05681 0.32640 3.17596 0.2 -0.2 -0.3 0.38
H -6.52675 1.55178 1.93502 -0.3 -0.2 0.2 0.39
H -4.68706 1.38003 0.53761 -0.1 0.2 0.5 0.35
H -3.41378 0.27075 1.09703 0.2 0.4 -0.5 0.15
H -3.70695 1.62768 2.15030 -0.5 0.5 -0.4 0.49
H -6.24110 -0.69550 0.70298 0.3 -0.2 -0.6 0.49
H -6.43878 -1.60694 2.07920 0.4 -0.1 0.6 0.51
H -5.16102 -3.11004 0.63946 -0.2 0.0 0.5 0.49
H -3.83751 -2.31163 1.62190 -0.3 -0.7 0.4 0.23
H -3.31377 -2.09331 -0.42788 0.0 -0.1 -0.3 0.24
C 2.99789 1.28115 2.26819 -1.4 2.6 0.8 -0.86
N 1.75341 0.71611 2.80931 -1.4 -0.5 2.1 -0.24
C 1.93293 -0.80986 2.72931 0.0 1.3 0.2 -0.76
C 1.57439 1.09099 4.27604 -0.2 -1.0 0.5 -0.86
C 0.45688 1.10508 2.08688 0.1 0.5 0.0 -0.27
C 0.01604 2.59392 2.17597 0.7 0.8 1.3 -0.77
O -0.72545 3.04636 1.08788 -0.3 -0.9 -1.6 -0.37
H 3.86711 0.83964 2.75565 0.1 -0.5 -1.1 0.35
H 2.98266 2.28399 2.69502 0.4 0.3 -0.2 0.48
H 2.74523 1.48121 1.22692 1.4 -0.8 -0.4 0.31
H 2.22171 -0.86789 1.67987 0.1 -1.2 0.3 0.32
H 1.06093 -1.39314 3.02512 -0.2 0.4 -0.4 0.31
H 2.69800 -1.01616 3.47780 0.3 -0.3 -0.6 0.46
H 0.67007 0.54485 4.54442 0.0 0.3 0.5 0.42
H 1.51273 2.13838 4.57145 -0.3 0.2 -1.0 0.36
H 2.39166 0.72942 4.90010 0.2 -0.4 -0.4 0.43
H -0.31479 0.49542 2.55692 0.1 -0.2 -0.3 0.45
H 0.61400 0.80108 1.05200 -0.2 0.1 -0.1 0.11
H 0.86593 3.26781 2.28404 0.6 -0.3 0.1 0.44
H -0.62013 2.83817 3.02669 0.3 -0.8 0.7 0.42
H -0.91572 3.97577 1.23484 -0.1 0.1 0.1 0.30
```
Positions in Å, forces in eV/Å.

The spin multiplicity is 2. As for the net charge: +4. The lowest unoccupied orbital energy (spin up / spin down) is -0.4120 / -0.5557 Ha.

(3)
A cluster of 14 separate species, C4H33BClO16 in total at a distorted geometry. Source: the Open Molecules 2025 dataset; level of theory: ωB97M-V/def2-TZVPD.

XYZ file:
```
55
Properties=species:S:1:pos:R:3:forces:R:3:mulliken_charge:R:1
O -2.05422 0.83831 -1.68596 7.4 -4.5 -2.4 -0.44
C -0.84122 0.31458 -2.01172 -5.4 5.2 1.6 0.30
Cl -0.49868 -1.53187 -1.96155 -0.5 2.1 -0.1 -0.22
C 0.35229 1.34596 -2.45860 0.5 -1.7 -0.4 -0.50
C 0.74856 2.46722 -1.32998 -0.3 -0.5 0.4 0.09
C -0.40485 3.43301 -0.67831 1.3 1.8 0.3 -0.26
O -0.27656 3.28185 0.78169 0.0 0.5 -2.5 -0.50
B 0.44711 1.99783 0.93669 -0.7 -0.7 -0.4 0.92
O 1.40216 1.78142 -0.20447 -0.8 2.4 -2.8 -0.60
H 0.04338 1.79679 -3.50112 0.2 -0.8 2.2 0.30
H 1.32038 0.68278 -2.64759 -2.1 1.4 0.5 0.30
H 1.39460 3.22520 -1.94462 -0.5 -1.7 1.2 0.22
H 0.02160 4.50583 -0.87060 -1.0 -1.9 0.1 0.22
H -1.48192 3.46897 -1.15427 1.9 -0.8 1.1 0.05
H 1.03531 1.79350 1.94276 0.0 0.3 0.6 -0.36
H -0.43082 1.20555 0.74268 -0.8 -1.3 0.1 -0.40
O 0.05245 -4.75931 -2.98596 0.0 0.0 0.4 -0.62
H -0.20057 -3.85533 -2.74540 0.0 -0.2 -0.2 0.31
H -0.16277 -5.28014 -2.19766 0.0 0.2 -0.3 0.31
O 2.94583 2.19001 3.13970 0.8 0.4 0.4 -0.57
H 3.43589 1.35851 3.05306 -0.3 0.0 0.1 0.27
H 3.62699 2.84037 3.36785 -0.2 -0.2 -0.1 0.26
O -1.95486 2.47550 -4.63818 -0.5 -0.1 -0.4 -0.57
H -2.31211 2.72159 -5.50472 0.2 -0.1 0.3 0.27
H -2.65566 1.93729 -4.24045 0.3 0.1 0.1 0.31
O 2.85710 -4.80903 -1.01028 -0.3 -0.2 -0.3 -0.60
H 2.31232 -4.54039 -1.76534 0.1 0.0 0.2 0.34
H 2.47905 -5.65924 -0.73972 0.2 0.2 0.1 0.29
O -0.17251 -1.79777 1.27320 -0.3 -0.5 0.0 -0.50
H -0.52976 -1.55168 0.40667 0.2 0.2 0.4 0.24
H -0.87331 -2.33597 1.67094 0.2 0.2 -0.1 0.26
O 3.69709 -0.64432 3.98236 0.2 -0.2 0.4 -0.58
H 4.27654 -1.40105 3.80727 -0.4 0.2 -0.1 0.31
H 2.91939 -1.03812 4.40555 0.2 0.2 -0.3 0.29
O 2.12760 -7.49680 0.69143 -0.1 -0.4 0.3 -0.61
H 2.80294 -7.95053 1.21785 -0.2 0.3 -0.2 0.30
H 1.29556 -7.90165 0.97918 0.3 0.2 -0.1 0.31
O 0.45723 4.42459 3.36221 0.0 0.1 0.7 -0.63
H 1.03669 3.66786 3.18712 -0.2 -0.1 -0.3 0.28
H -0.32046 4.03079 3.78540 0.3 0.1 -0.4 0.29
O -4.43578 -0.46257 -3.01915 -0.1 0.3 -0.1 -0.64
H -5.01879 0.30557 -2.92367 0.2 -0.3 0.1 0.33
H -3.64428 -0.21958 -2.51569 0.1 0.1 -0.1 0.26
O 0.65211 6.45665 0.11649 -0.1 0.6 0.3 -0.64
H 0.39909 7.36063 0.35705 0.1 -0.4 -0.1 0.28
H 0.43689 5.93582 0.90478 0.0 -0.3 -0.1 0.34
O -4.61008 -0.07787 0.01304 0.2 0.2 -0.2 -0.75
H -3.87826 0.47748 -0.29531 0.0 0.0 0.1 0.39
H -4.52492 -0.88894 -0.51031 -0.1 0.2 0.1 0.38
O -4.13974 -2.17842 1.65215 -0.3 -0.3 0.6 -0.65
H -4.87700 -2.33756 2.26058 0.3 0.0 -0.2 0.29
H -4.10106 -1.21295 1.57891 0.0 0.0 -0.3 0.37
O 3.22688 -2.97817 2.32555 0.4 0.0 -0.3 -0.69
H 3.93810 -3.10563 1.67980 -0.4 -0.1 0.1 0.30
H 2.65903 -2.30661 1.91868 -0.1 -0.1 0.1 0.35
```
Positions in Å, forces in eV/Å.

As for the net charge: -1. The lowest unoccupied orbital energy is 0.0711 Ha.

Number 2 is which compound? C21H53N6O6